# C5H14NO2

A 2-piece molecular cluster, C5H14NO2 overall in a non-equilibrium geometry (ωB97M-V/def2-TZVPD, the OMol25 dataset).

Geometry as XYZ:
```
22
Properties=species:S:1:pos:R:3
C 1.974 1.026 1.226
O 0.639 0.674 1.651
C 2.403 -0.198 0.436
C 1.499 -0.343 -0.789
C 0.150 -0.935 -0.433
C -0.798 -0.634 -1.315
N -2.222 -1.180 -1.071
H 1.916 1.844 0.446
H 2.542 1.428 2.065
H 0.118 1.462 1.830
H 3.439 -0.041 0.080
H 2.451 -1.067 1.093
H 1.433 0.551 -1.385
H 1.890 -1.123 -1.500
H 0.154 -1.401 0.552
H -0.904 -0.348 -2.341
H -2.193 -2.045 -0.531
H -2.689 -1.352 -1.961
H -2.780 -0.558 -0.495
H -2.917 1.868 0.240
H -3.029 1.373 1.560
O -3.076 1.001 0.643
```

The value obtained for the HOMO-LUMO gap is 10.35 eV. Its max |F| is 3.51 eV/A. The total energy is -10989.27081 eV. The value obtained for the LUMO energy is -0.1144 Eh. For the relative energy (zero: lowest compared OMol25 entry of this formula, charge and spin), the calculation gives 244.44 kJ/mol. Its total charge is +1. For the HOMO energy, the calculation gives -13.47 eV.

***

# C20H49N2O4P2S2

A 3-piece molecular cluster, C20H49N2O4P2S2 overall in a non-equilibrium geometry (ωB97M-V/def2-TZVPD, the OMol25 dataset).

Geometry as XYZ:
```
79
Properties=species:S:1:pos:R:3
C -3.590 4.740 0.830
C -3.576 3.176 0.302
C -2.299 2.831 -0.685
C -0.826 3.051 0.050
C -0.017 1.582 -0.057
C -0.589 0.718 1.195
P 0.119 -1.026 1.493
S 1.331 -0.939 -0.280
C 0.897 -2.751 1.773
C 0.201 -4.098 1.333
C 0.583 -4.859 -0.052
C 1.793 -4.316 -0.964
O 2.236 -5.410 -1.892
N -0.905 -1.054 2.946
C -1.228 -2.268 3.651
C -2.290 -1.835 4.882
C -3.409 -3.049 5.149
O 1.505 -0.359 2.340
C 1.208 -0.003 3.720
N 0.941 0.495 4.908
P -1.489 -1.721 0.147
S -3.246 -1.850 0.955
H -2.523 5.232 0.789
H -4.278 5.341 0.075
H -4.020 4.744 1.919
H -4.562 2.968 -0.328
H -3.571 2.384 1.167
H -2.468 1.717 -1.055
H -2.345 3.523 -1.653
H -0.943 3.406 1.164
H -0.224 3.863 -0.570
H 1.111 1.894 -0.005
H -0.355 1.194 -1.135
H -0.537 1.442 2.143
H -1.763 0.608 1.002
H 2.669 -0.693 0.142
H 1.312 -2.848 2.894
H 1.955 -2.686 1.208
H -0.990 -4.181 1.413
H 0.523 -4.903 2.168
H 0.788 -6.020 0.145
H -0.398 -4.861 -0.734
H 1.408 -3.454 -1.695
H 2.735 -4.008 -0.342
H 1.716 -5.286 -2.754
H -1.585 -0.268 2.987
H -0.368 -2.835 4.256
H -1.823 -3.131 3.101
H -2.927 -0.893 4.587
H -1.693 -1.678 5.876
H -3.022 -3.796 5.965
H -3.667 -3.642 4.167
H -4.381 -2.486 5.539
H -1.126 -2.810 -0.717
H -1.643 -0.599 -0.803
C -0.146 2.811 -5.215
C -0.718 1.735 -4.307
C -1.049 0.471 -5.085
O -1.900 2.226 -3.679
H -0.867 3.094 -5.990
H 0.076 3.719 -4.644
H 0.773 2.470 -5.701
H 0.001 1.501 -3.514
H -1.802 0.671 -5.855
H -1.471 -0.290 -4.420
H -0.157 0.059 -5.567
H -2.544 2.436 -4.375
C 5.903 0.862 -1.433
C 4.834 1.906 -1.717
C 4.578 2.781 -0.500
O 3.624 1.254 -2.092
H 5.594 0.195 -0.621
H 6.068 0.232 -2.314
H 6.851 1.333 -1.157
H 5.145 2.531 -2.561
H 4.222 2.182 0.346
H 3.798 3.520 -0.714
H 5.487 3.310 -0.195
H 3.341 0.696 -1.348
```

The value obtained for the HOMO-LUMO gap is 7.40 eV. Its max |F| is 11.52 eV/A. The total energy is -72945.52028 eV. The value obtained for the LUMO energy is 0.0901 Eh. Its total charge is -1. For the HOMO energy, the calculation gives -4.95 eV.

***

# C33H49BrHgNP3

C33H49BrHgNP3 as an isolated structure in a non-equilibrium geometry (ωB97M-V/def2-TZVPD, the OMol25 dataset).

Geometry as XYZ:
```
88
Properties=species:S:1:pos:R:3
C 2.460 4.760 -1.265
C 1.342 4.369 -2.019
C 1.570 3.943 -3.340
C 2.900 3.771 -3.774
N 3.984 4.034 -3.010
C 3.754 4.545 -1.793
C -0.003 4.395 -1.445
C -0.996 4.067 -0.807
C -1.907 3.395 0.071
C -1.592 3.127 1.441
C -2.563 2.491 2.238
C -3.475 1.794 1.492
C -3.935 2.008 0.206
C -3.140 2.984 -0.503
Hg -2.556 -0.408 2.209
P 2.087 -0.335 -0.685
H 0.724 3.791 -4.014
H 2.302 5.253 -0.315
H 3.038 3.368 -4.784
H 4.589 4.807 -1.144
H -3.402 3.334 -1.534
H -0.617 3.459 1.891
H -4.706 1.379 -0.311
H -2.470 2.442 3.336
C 2.785 -2.030 -0.384
C 3.915 -2.548 -1.271
H 1.923 -2.714 -0.484
H 3.098 -2.089 0.673
H 4.101 -3.603 -1.015
H 3.663 -2.511 -2.338
H 4.861 -2.013 -1.105
C 2.274 -0.051 -2.509
C 3.620 0.357 -3.080
H 1.524 0.732 -2.711
H 1.907 -0.959 -3.006
H 3.504 0.516 -4.159
H 3.985 1.299 -2.657
H 4.385 -0.416 -2.956
C 3.343 0.825 0.064
C 4.795 0.372 0.204
H 2.936 1.066 1.063
H 3.296 1.760 -0.517
H 5.346 1.135 0.773
H 4.881 -0.579 0.745
H 5.304 0.281 -0.766
Br -4.743 -1.390 1.425
P -2.173 -1.830 -1.354
C -0.916 -2.415 -2.565
C -1.238 -3.659 -3.394
H -0.026 -2.584 -1.930
H -0.621 -1.580 -3.213
H -0.401 -3.879 -4.076
H -1.364 -4.538 -2.746
H -2.145 -3.500 -3.999
C -3.387 -3.208 -1.162
C -4.647 -3.285 -2.017
H -3.684 -3.099 -0.101
H -2.844 -4.162 -1.207
H -5.289 -4.098 -1.640
H -5.236 -2.364 -1.948
H -4.423 -3.506 -3.069
C -3.074 -0.515 -2.275
C -3.344 -0.753 -3.758
H -2.456 0.380 -2.121
H -4.004 -0.299 -1.733
H -3.871 0.105 -4.202
H -2.409 -0.873 -4.319
H -3.977 -1.636 -3.905
C 0.634 0.952 3.163
P -0.258 -0.676 3.242
C 0.941 -1.966 2.784
C -0.816 -0.829 4.974
C 0.155 -0.894 5.989
C -0.227 -0.780 7.334
C -1.574 -0.594 7.669
C -2.539 -0.665 6.665
C -2.186 -0.807 5.325
H 0.860 1.185 2.109
H 1.560 0.941 3.761
H -0.027 1.733 3.573
H 1.990 -1.757 3.034
H 0.727 -2.939 3.242
H 0.855 -2.069 1.690
H 1.210 -1.022 5.725
H 0.555 -0.786 8.098
H -1.853 -0.461 8.717
H -3.593 -0.584 6.941
H -2.977 -0.897 4.567
```

The value obtained for the HOMO-LUMO gap (spin up / spin down) is 6.24 / 3.99 eV. Its max |F| is 3.55 eV/A. The total energy is -138570.51695 eV. The value obtained for the LUMO energy (spin up / spin down) is -0.2603 / -0.3350 Eh. Its total charge is +2. For the HOMO energy (spin up / spin down), the calculation gives -13.32 / -13.10 eV.

***

# C4H6LiO2Rb

C4H6LiO2Rb as an isolated structure in a non-equilibrium geometry (ωB97M-V/def2-TZVPD, the OMol25 dataset).

Geometry as XYZ:
```
14
Properties=species:S:1:pos:R:3
O 0.769 -2.433 -0.572
C 0.396 -2.067 0.669
C 1.305 -1.452 1.521
Li -1.671 -1.126 -1.784
Rb 2.181 -0.534 -1.529
H 2.393 -1.644 1.411
H 1.003 -1.100 2.512
C -0.953 1.489 -0.917
C -0.188 1.740 0.177
O -2.069 0.692 -0.901
H -0.901 2.035 -1.860
H 0.570 2.522 0.112
H -0.483 1.351 1.155
H -2.351 0.524 0.007
```

The value obtained for the HOMO-LUMO gap (spin up / spin down) is 3.50 / 2.90 eV. Its max |F| is 2.21 eV/A. The total energy is -9194.94407 eV. The value obtained for the LUMO energy (spin up / spin down) is -0.0333 / -0.0307 Eh. For the relative energy (zero: lowest compared OMol25 entry of this formula, charge and spin), the calculation gives 26.87 kJ/mol. Its total charge is 0. For the HOMO energy (spin up / spin down), the calculation gives -4.41 / -3.73 eV.

***

# C32H37N6O3S3W

C32H37N6O3S3W as an isolated structure (ωB97M-V/def2-TZVPD, the OMol25 dataset).

Geometry as XYZ:
```
82
Properties=species:S:1:pos:R:3
W 0.249 -0.248 -0.499
C -2.290 -3.500 0.400
C -1.980 -2.046 0.446
O -0.723 -1.754 0.312
C -2.907 -1.061 0.678
C -2.495 0.232 1.014
C -3.464 1.104 1.755
N -1.252 0.647 0.783
N -0.910 1.796 1.461
C 0.368 1.935 1.407
O 1.083 1.043 0.747
C 1.110 3.041 2.033
C 0.480 3.895 2.932
C 1.195 4.930 3.512
C 2.537 5.112 3.196
C 3.164 4.262 2.296
C 2.452 3.225 1.713
H -1.853 -3.922 -0.506
H -3.363 -3.679 0.422
H -1.824 -4.002 1.250
H -3.939 -1.338 0.836
H -4.478 0.806 1.496
H -3.307 2.159 1.553
H -3.334 0.964 2.831
H -0.563 3.738 3.178
H 0.709 5.593 4.215
H 3.094 5.920 3.652
H 4.206 4.408 2.044
H 2.931 2.570 0.996
C 2.691 -0.558 2.303
C 2.760 -0.847 0.858
N 1.912 -1.704 0.317
N 2.553 -2.492 -0.681
C 1.880 -2.761 -1.733
S 0.357 -2.079 -2.242
S 2.650 -3.931 -2.839
C 1.310 -5.168 -2.926
C 1.181 -6.012 -1.690
C 0.591 -5.483 -0.544
C 0.483 -6.243 0.610
C 0.964 -7.547 0.634
C 1.552 -8.080 -0.503
C 1.661 -7.314 -1.657
C 3.710 -0.177 -0.017
C 5.046 0.073 0.267
C 5.824 0.800 -0.623
C 5.243 1.306 -1.778
C 3.897 1.098 -2.066
C 3.144 0.348 -1.190
O 1.823 0.140 -1.472
H 3.501 -1.142 2.759
H 2.859 0.492 2.535
H 1.754 -0.919 2.725
H 0.383 -4.634 -3.134
H 1.546 -5.768 -3.803
H 0.225 -4.463 -0.554
H 0.029 -5.816 1.496
H 0.881 -8.141 1.535
H 1.929 -9.095 -0.494
H 2.125 -7.735 -2.542
H 5.481 -0.326 1.175
H 6.871 0.970 -0.417
H 5.844 1.883 -2.469
H 3.431 1.508 -2.950
C -2.716 3.349 -4.147
N -1.496 3.076 -3.390
C -1.269 3.073 -2.081
S 0.273 2.567 -1.498
N -2.183 3.423 -1.175
C -3.512 4.012 -1.319
H -2.597 2.888 -5.124
H -2.886 4.415 -4.289
H -3.579 2.895 -3.668
H -0.675 2.826 -3.918
H -1.831 3.306 -0.233
H -3.562 4.665 -2.184
H -3.695 4.624 -0.439
H -4.290 3.252 -1.387
C -1.357 -0.015 -1.918
H -1.940 -0.934 -1.968
H -0.912 0.162 -2.894
H -1.991 0.808 -1.615
```

The value obtained for the HOMO-LUMO gap is 6.20 eV. Its max |F| is 0.99 eV/A. The total energy is -83193.24364 eV. The value obtained for the LUMO energy is -0.1521 Eh. For the relative energy (zero: lowest compared OMol25 entry of this formula, charge and spin), the calculation gives 209.02 kJ/mol. Its total charge is +1. For the HOMO energy, the calculation gives -10.34 eV.

***

# C15H28FN4O18S4

A 5-piece molecular cluster, C15H28FN4O18S4 overall in a non-equilibrium geometry (ωB97M-V/def2-TZVPD, the OMol25 dataset).

Geometry as XYZ:
```
70
Properties=species:S:1:pos:R:3
C 0.519 -3.332 1.554
C 1.201 -2.264 0.805
O 1.763 -2.426 -0.274
O 1.184 -1.058 1.429
C 0.758 0.010 0.550
C 0.478 1.256 1.294
C -0.802 1.382 2.117
N -1.455 0.166 2.556
C -2.383 -0.423 1.834
N -2.697 -0.068 0.580
C -3.612 -0.908 0.198
N -3.896 -1.759 1.160
F -4.766 -2.759 1.196
N -3.135 -1.479 2.246
H 1.225 -3.848 2.167
H -0.207 -2.911 2.211
H 0.053 -4.007 0.869
H -0.059 -0.314 -0.072
H 1.573 0.227 -0.098
H 1.319 1.500 1.899
H 0.416 2.008 0.537
H -1.518 1.961 1.581
H -0.590 1.922 3.012
H -1.252 -0.227 3.452
H -4.061 -0.901 -0.765
H -3.152 -1.961 3.133
C -3.415 -1.237 -5.079
C -2.329 -1.183 -4.028
O -2.347 0.187 -3.581
S -3.841 0.762 -3.648
O -4.412 0.691 -2.348
O -3.832 1.974 -4.370
O -4.455 -0.397 -4.539
H -3.086 -0.818 -6.030
H -3.806 -2.237 -5.232
H -1.344 -1.421 -4.416
H -2.558 -1.833 -3.180
C 4.795 0.082 -2.663
C 5.901 0.144 -1.629
O 5.896 1.518 -1.202
S 4.413 2.092 -1.241
O 3.839 2.016 0.057
O 4.422 3.306 -1.961
O 3.772 0.930 -2.116
H 5.105 0.489 -3.626
H 4.399 -0.920 -2.796
H 6.877 -0.101 -2.034
H 5.687 -0.493 -0.769
C 0.346 -0.868 7.275
C 0.780 -2.190 6.677
O -0.470 -2.885 6.446
S -1.600 -1.852 6.081
O -1.726 -1.788 4.651
O -2.747 -2.090 6.861
O -0.851 -0.535 6.527
H 0.081 -0.956 8.328
H 1.082 -0.082 7.143
H 1.398 -2.780 7.343
H 1.288 -2.057 5.720
C 0.070 3.532 -2.821
C -0.511 2.740 -3.974
O 0.380 3.020 -5.062
S 1.874 3.207 -4.518
O 2.572 1.981 -4.664
O 2.386 4.416 -5.034
O 1.492 3.387 -2.974
H -0.185 4.591 -2.888
H -0.234 3.145 -1.852
H -1.519 3.049 -4.232
H -0.490 1.673 -3.776
```

The value obtained for the HOMO-LUMO gap is 9.89 eV. Its max |F| is 2.88 eV/A. The total energy is -104870.48791 eV. The value obtained for the LUMO energy is -0.1016 Eh. Its total charge is +1. For the HOMO energy, the calculation gives -12.65 eV.

***

# C18H39N2O8P3

A 3-piece molecular cluster, C18H39N2O8P3 overall in a non-equilibrium geometry (ωB97M-V/def2-TZVPD, the OMol25 dataset).

Geometry as XYZ:
```
70
Properties=species:S:1:pos:R:3
C 5.301 0.583 0.212
P 4.519 0.830 -1.432
C 4.850 2.488 -2.133
C 2.694 0.424 -1.402
C 2.516 -0.819 -2.158
N 2.467 -1.796 -2.757
C 1.743 1.499 -2.019
C 0.594 1.715 -1.137
N -0.327 1.980 -0.508
H 6.187 -0.021 0.030
H 4.676 -0.008 0.882
H 5.622 1.508 0.690
H 4.491 3.347 -1.559
H 4.435 2.507 -3.138
H 5.932 2.586 -2.209
H 2.345 0.206 -0.391
H 1.317 1.140 -2.955
H 2.204 2.466 -2.202
O -6.965 2.027 -2.569
P -5.996 2.127 -3.681
O -4.806 3.124 -3.196
C -4.353 3.145 -1.839
C -3.077 2.346 -1.662
O -6.767 3.037 -4.778
C -8.158 3.329 -4.654
C -8.372 4.661 -3.965
O -5.192 1.414 -4.882
C -4.125 0.502 -4.601
C -4.537 -0.629 -3.681
H -5.122 2.783 -1.156
H -4.164 4.191 -1.592
H -3.260 1.282 -1.831
H -2.685 2.462 -0.657
H -2.314 2.667 -2.372
H -8.681 2.527 -4.136
H -8.561 3.370 -5.668
H -7.835 4.710 -3.018
H -9.433 4.832 -3.777
H -7.996 5.472 -4.591
H -3.267 1.051 -4.205
H -3.814 0.092 -5.562
H -4.913 -0.248 -2.725
H -3.690 -1.284 -3.479
H -5.334 -1.219 -4.134
O 1.471 -3.120 4.365
P 2.856 -3.084 3.854
O 3.722 -2.160 4.879
C 3.469 -2.165 6.283
C 4.458 -3.043 7.026
O 2.756 -2.125 2.551
C 1.494 -1.744 2.003
C 1.052 -0.401 2.546
O 4.096 -3.844 3.163
C 4.848 -4.823 3.888
C 3.984 -5.927 4.462
H 2.448 -2.479 6.504
H 3.574 -1.133 6.622
H 4.322 -4.094 6.761
H 4.322 -2.947 8.103
H 5.484 -2.769 6.778
H 0.742 -2.510 2.181
H 1.631 -1.679 0.921
H 1.070 -0.380 3.635
H 0.044 -0.161 2.206
H 1.729 0.385 2.202
H 5.440 -4.331 4.663
H 5.557 -5.249 3.179
H 3.217 -5.525 5.134
H 4.593 -6.636 5.022
H 3.469 -6.463 3.664
```

The value obtained for the HOMO-LUMO gap is 8.66 eV. Its max |F| is 5.81 eV/A. The total energy is -66527.03492 eV. The value obtained for the LUMO energy is 0.0137 Eh. As for the structure (SMILES): CP(C)[C@H](C#N)CC#N.CCOP(=O)(OCC)OCC.CCOP(=O)(OCC)OCC. Its total charge is 0. For the HOMO energy, the calculation gives -8.29 eV.

***

# C21H31BClN6OP

A 4-piece molecular cluster, C21H31BClN6OP overall in a non-equilibrium geometry (ωB97M-V/def2-TZVPD, the OMol25 dataset).

Geometry as XYZ:
```
62
Properties=species:S:1:pos:R:3
C 3.457 -2.542 -0.897
C 3.301 -1.051 -1.281
C 3.490 -0.146 -0.067
C 3.451 1.359 -0.366
C 2.334 1.684 -1.322
N 1.129 1.374 -0.934
C 0.103 1.627 -1.808
C -1.216 1.298 -1.440
C -2.277 1.523 -2.288
P -3.982 1.070 -1.775
C -4.264 2.156 -0.317
C -3.769 -0.620 -1.047
C -3.462 -0.684 0.468
C -2.011 2.092 -3.556
C -0.732 2.422 -3.946
B -0.507 3.055 -5.378
N 0.297 2.450 -6.415
O -1.153 4.237 -5.626
C 0.350 2.200 -3.060
N 1.611 2.561 -3.461
C 2.533 2.297 -2.598
Cl 4.161 2.735 -3.065
H 3.955 -3.073 -1.701
H 3.957 -2.671 0.056
H 2.460 -2.978 -0.824
H 4.088 -0.829 -2.002
H 2.318 -0.941 -1.725
H 4.461 -0.403 0.355
H 2.749 -0.422 0.681
H 4.405 1.738 -0.704
H 3.170 1.864 0.557
H -1.367 0.874 -0.458
H -4.949 1.713 0.401
H -3.325 2.309 0.217
H -4.616 3.129 -0.640
H -2.963 -1.133 -1.564
H -4.677 -1.188 -1.230
H -4.359 -0.844 1.051
H -2.952 0.191 0.852
H -2.818 -1.542 0.665
H -2.856 2.265 -4.209
H 0.866 1.681 -6.090
H -0.217 2.137 -7.230
H -1.122 4.427 -6.571
C -2.672 -1.679 4.406
C -3.385 -0.552 3.817
N -3.944 0.327 3.346
H -3.331 -2.543 4.464
H -1.809 -1.932 3.791
H -2.332 -1.425 5.407
C -4.682 -4.094 7.606
C -3.343 -3.519 7.549
N -2.293 -3.069 7.509
H -4.615 -5.167 7.776
H -5.244 -3.639 8.419
H -5.203 -3.913 6.668
C 7.445 -0.798 1.997
C 7.019 -1.492 0.788
N 6.683 -2.038 -0.158
H 6.726 -0.020 2.248
H 7.510 -1.503 2.824
H 8.421 -0.344 1.838
```

The value obtained for the HOMO-LUMO gap is 7.87 eV. Its max |F| is 1.31 eV/A. The total energy is -55757.49852 eV. The value obtained for the LUMO energy is -0.0067 Eh. As for the structure (SMILES): CCCCc1nc2cc(P(C)CC)cc(B(N)O)c2nc1Cl.CC#N.CC#N.CC#N. For the relative energy (zero: lowest compared OMol25 entry of this formula, charge and spin), the calculation gives 0.00 kJ/mol. Its total charge is 0. For the HOMO energy, the calculation gives -8.05 eV.